15
Properties=species:S:1:pos:R:3:nbo_charge:R:1 method="wB97M-V/def2-TZVPD" de_lowest_kcal_mol=58.22 homo_energy_ev=-8.6 lumo_ev=-0.14 gap_ha=0.3096 energy_ha=-5451.53561
Br 2.707 0.664 -0.207 0.22
Br -3.373 0.277 -0.206 0.00
N -0.562 1.065 -0.067 -0.44
N -0.883 -1.149 -0.045 -0.56
C -1.375 0.051 -0.214 0.44
C 0.452 -1.154 -0.012 0.10
C 1.039 -2.489 -0.080 -0.61
C -0.634 2.448 0.186 -0.42
C 1.118 -0.007 0.153 -0.06
H -0.937 2.771 1.262 0.20
H 0.427 2.865 0.020 0.22
H 0.566 -3.020 0.655 0.24
H 2.206 -2.405 -0.018 0.21
H 0.736 -2.749 -1.044 0.24
H -1.486 2.832 -0.383 0.23